DFT (ωB97M-V/def2-TZVPD) results for a molecular structure, C7H21B2F8O6Ti2.

- <S²> = 15.757
- frontier orbital gap (alpha / beta) (eV) = 4.258 / 2.295

```
! wB97M-V def2-TZVPD RIJCOSX def2/J DEFGRID3
* xyz 0 8
Ti -24.69 -30.36 8.02
Ti -27.09 -28.79 10.01
C -23.19 -27.74 10.79
C -23.64 -29.05 10.13
O -24.75 -29.57 10.40
O -22.89 -29.69 9.40
H -22.87 -28.20 11.72
H -24.06 -27.11 10.98
H -22.37 -27.14 10.39
B -25.82 -27.03 7.98
F -25.92 -28.41 7.83
F -26.58 -26.46 7.04
F -26.07 -26.69 9.23
F -24.57 -26.66 7.68
B -27.92 -31.01 8.80
F -28.83 -29.96 8.63
F -27.52 -31.05 10.11
F -28.50 -32.18 8.40
F -26.80 -30.84 8.07
C -22.84 -23.88 6.53
O -23.49 -25.07 6.01
H -22.08 -24.14 7.28
H -22.35 -23.14 5.90
H -23.64 -23.37 7.07
H -24.10 -25.39 6.68
C -26.88 -28.49 4.81
O -26.99 -28.59 3.36
H -27.56 -29.28 5.14
H -25.85 -28.65 5.14
H -27.40 -27.61 5.16
H -26.64 -29.45 3.08
C -29.38 -26.45 7.66
O -28.68 -25.63 8.62
H -29.05 -26.08 6.69
H -29.19 -27.52 7.68
H -30.46 -26.29 7.70
H -27.78 -25.76 8.30
C -26.61 -24.66 3.88
C -28.00 -25.00 3.41
O -28.00 -26.20 2.59
H -26.58 -23.83 4.59
H -25.94 -24.44 3.05
H -26.09 -25.51 4.32
H -28.53 -24.24 2.84
H -28.52 -25.11 4.36
H -27.74 -26.99 3.06
*
```

***

DFT (ωB97M-V/def2-TZVPD) results for a molecular structure, C7H21ClCrN7O18.

- <S²> = 8.751
- frontier orbital gap (alpha / beta) (eV) = 7.481 / 9.517

```
! wB97M-V def2-TZVPD RIJCOSX def2/J DEFGRID3
* xyz 0 6
Cr 21.02 11.82 -1.63
Cl 23.46 8.93 -2.12
O 23.42 8.29 -3.40
O 22.31 9.83 -2.08
O 23.26 7.92 -1.16
O 24.70 9.62 -1.85
C 24.05 11.66 -5.23
N 25.07 12.47 -4.54
O 26.12 12.66 -5.11
O 24.82 12.84 -3.36
H 24.31 11.65 -6.29
H 23.05 12.09 -5.11
H 23.99 10.69 -4.74
C 25.74 5.82 -2.36
N 26.83 4.82 -2.14
O 27.37 4.85 -1.03
O 27.13 4.08 -3.01
H 25.40 6.29 -1.44
H 24.92 5.34 -2.90
H 26.34 6.55 -2.91
C 27.70 8.02 -0.63
N 28.32 9.30 -0.22
O 27.68 10.17 0.33
O 29.48 9.45 -0.54
H 28.45 7.24 -0.73
H 27.16 8.29 -1.54
H 27.04 7.64 0.15
C 24.60 9.61 1.55
N 24.17 10.22 2.82
O 23.41 9.59 3.58
O 24.60 11.40 3.04
H 23.83 9.87 0.83
H 24.55 8.52 1.60
H 25.55 10.05 1.24
C 25.48 12.60 -0.26
N 24.08 13.01 0.01
O 23.20 12.24 -0.27
O 23.92 14.15 0.40
H 25.95 12.49 0.71
H 25.99 13.33 -0.90
H 25.53 11.58 -0.64
C 19.42 7.81 -2.72
N 18.77 8.91 -1.96
O 17.60 8.68 -1.66
O 19.40 9.99 -1.74
H 19.04 6.88 -2.30
H 20.48 7.97 -2.52
H 19.24 7.93 -3.79
C 22.22 4.82 -2.08
N 21.67 3.44 -1.69
O 21.06 3.34 -0.66
O 21.98 2.49 -2.43
H 23.17 4.91 -1.56
H 21.51 5.60 -1.80
H 22.33 4.83 -3.16
*
```

***

DFT (ωB97M-V/def2-TZVPD) results for a molecular structure, C7H21ClFNO6P2S2Sb.

- frontier orbital gap (eV) = 7.409

```
! wB97M-V def2-TZVPD RIJCOSX def2/J DEFGRID3
* xyz -1 1
C -3.26 0.81 3.69
C -1.73 1.13 3.45
O -1.49 1.72 2.19
C -1.39 0.71 1.17
C -1.20 1.41 -0.19
Sb 0.35 0.56 -1.50
O 0.73 2.44 -2.18
C -0.05 -1.53 -0.93
C 1.22 -2.43 -0.75
C 1.18 -3.15 0.65
Cl 1.14 -3.81 -1.98
P 1.96 -0.26 -3.26
S 1.78 0.85 -4.89
P 2.15 0.87 0.26
N 1.94 -0.02 1.57
O 3.71 0.58 -0.32
O 2.14 2.52 0.63
S -1.50 0.29 -3.24
O -2.72 -0.26 -2.59
O -1.75 1.53 -4.00
F -1.03 -0.92 -4.30
H -3.82 1.72 3.95
H -3.31 0.16 4.59
H -3.70 0.27 2.84
H -1.44 1.82 4.25
H -1.18 0.18 3.60
H -2.38 0.20 1.15
H -0.65 -0.06 1.44
H -2.18 1.49 -0.69
H -0.90 2.45 0.01
H 0.58 3.08 -1.49
H -0.67 -1.68 -0.03
H -0.62 -1.98 -1.77
H 2.18 -1.90 -0.88
H 2.22 -3.35 0.96
H 0.65 -4.11 0.54
H 0.67 -2.53 1.40
H 1.71 -1.61 -3.64
H 3.33 -0.18 -2.88
H 1.85 0.65 2.34
H 3.81 -0.31 -0.65
H 1.69 2.65 1.47
*
```

***

DFT (ωB97M-V/def2-TZVPD) results for a molecular structure, C7H21FOP2Re.

- <S²> = 3.766
- frontier orbital gap (alpha / beta) (eV) = 8.727 / 5.882

```
! wB97M-V def2-TZVPD RIJCOSX def2/J DEFGRID3
* xyz 2 4
Re 0.12 0.02 0.95
H -1.32 -0.81 1.33
H -1.44 0.49 0.42
P -0.08 -2.09 0.09
P -0.11 2.10 -0.02
C 1.39 3.13 0.27
H 1.19 4.15 -0.07
H 1.66 3.15 1.34
H 2.23 2.72 -0.30
C -0.38 2.44 -1.81
H -1.34 2.00 -2.13
H -0.40 3.53 -1.97
H 0.42 1.99 -2.41
C -1.39 3.16 0.75
H -1.27 3.22 1.84
H -1.34 4.17 0.31
H -2.37 2.73 0.54
C -0.15 -2.39 -1.73
H -0.19 -3.48 -1.91
H -1.05 -1.91 -2.14
H 0.73 -1.97 -2.22
C 1.33 -3.21 0.47
H 1.51 -3.22 1.55
H 1.10 -4.23 0.13
H 2.23 -2.85 -0.04
C -1.49 -3.14 0.66
H -2.42 -2.71 0.26
H -1.38 -4.17 0.30
H -1.54 -3.14 1.75
C 2.10 -0.17 0.90
O 3.26 -0.28 0.84
H 0.44 -0.04 -0.66
F -0.06 0.82 2.71
*
```

***

DFT (ωB97M-V/def2-TZVPD) results for 2 unconnected molecules or ions with the total composition C7H21N2PSi.

- SMILES string = CN=[Si](C)C.CN(C)P(C)C
- ΔE to the lowest compared entry with this formula, charge and spin (kJ/mol) = 0.0
- frontier orbital gap (eV) = 9.020

```
! wB97M-V def2-TZVPD RIJCOSX def2/J DEFGRID3
* xyz 0 1
C 3.55 -0.58 0.16
C 2.13 1.34 1.05
C -3.02 -2.10 1.45
C -1.69 2.14 1.33
C -2.56 1.05 -1.30
C 0.14 -1.22 -0.28
C 1.76 -0.38 -2.63
N -2.54 -0.72 1.43
N 2.42 0.34 0.03
Si -2.26 0.58 0.55
P 1.01 0.24 -1.00
H 4.48 -0.09 -0.05
H 3.59 -1.07 1.11
H 3.33 -1.30 -0.63
H 3.14 1.62 1.50
H 1.58 2.13 0.65
H 1.49 0.94 1.85
H -3.92 -2.17 2.02
H -3.48 -2.53 0.53
H -2.23 -2.83 1.83
H -2.31 3.01 1.17
H -1.64 2.14 2.38
H -0.78 2.46 0.90
H -3.25 1.88 -1.31
H -1.66 1.21 -1.92
H -3.00 0.10 -1.74
H -0.71 -1.62 -0.76
H 0.89 -2.03 -0.21
H -0.16 -1.05 0.79
H 2.69 0.05 -2.56
H 1.82 -1.50 -2.82
H 1.21 -0.02 -3.55
*
```

***

DFT (ωB97M-V/def2-TZVPD) results for 2 unconnected molecules or ions with the total composition C7H21N3.

- SMILES string = CC(C)(N)CN.CC(C)N
- ΔE to the lowest compared entry with this formula, charge and spin (kJ/mol) = 0.0
- frontier orbital gap (eV) = 9.110

```
! wB97M-V def2-TZVPD RIJCOSX def2/J DEFGRID3
* xyz 0 1
C 1.79 0.64 0.11
C 1.25 0.04 -1.32
C 1.98 -0.51 1.10
C 3.14 1.29 -0.22
N 0.97 1.63 0.74
N 0.30 -1.07 -1.24
H 0.92 2.47 0.17
H -0.03 1.30 0.85
H 0.71 -1.84 -0.73
H 0.10 -1.41 -2.18
H 0.79 0.85 -1.89
H 2.16 -0.26 -1.87
H 1.02 -0.91 1.40
H 2.59 -1.30 0.67
H 2.47 -0.13 1.99
H 3.87 0.56 -0.54
H 3.01 2.03 -1.01
H 3.51 1.80 0.67
C -2.55 -0.04 0.48
C -3.18 -0.81 -0.68
C -1.89 -1.00 1.47
N -1.54 0.89 -0.01
H -3.32 0.54 1.00
H -0.90 0.36 -0.60
H -1.97 1.60 -0.59
H -1.17 -1.62 0.95
H -2.41 -1.39 -1.20
H -3.64 -0.13 -1.39
H -3.95 -1.50 -0.32
H -2.64 -1.64 1.93
H -1.38 -0.44 2.25
*
```